An isolated molecule of C23H30N4O2. Source: the Open Molecules 2025 dataset; level of theory: ωB97M-V/def2-TZVPD.

Positions of all 59 atoms, in Å:
C -4.7859 -1.6950 0.0619
C -4.5296 -2.3085 1.2010
C -3.1842 -2.8261 1.6039
C -2.7710 -2.2568 2.9702
C -2.9518 -0.7456 3.0193
O -3.9240 -0.2615 3.5706
N -2.0041 0.0318 2.4490
C -0.8376 -0.3860 1.7146
C -0.9889 -0.0148 0.2371
C -1.1891 1.4991 0.0800
N 0.0446 2.1992 0.3771
N 0.1768 2.9563 1.4631
C 1.4196 3.3950 1.4752
C 2.1275 2.9155 0.3716
C 1.2034 2.1552 -0.3220
N 1.4340 1.4081 -1.4772
C 0.6793 1.3549 -2.6047
O -0.3739 1.9425 -2.7357
C 1.2265 0.4402 -3.6907
C 2.7461 0.4529 -3.9167
C 3.4652 -0.8026 -3.3897
C 3.3521 -0.9502 -1.8996
C 4.1594 -0.1882 -1.0560
C 4.0091 -0.2540 0.3185
C 3.0495 -1.0852 0.8717
C 2.2589 -1.8645 0.0450
C 2.4101 -1.7983 -1.3296
C -2.3310 1.9698 0.9820
C -2.1842 1.4706 2.4194
H -5.7695 -1.3329 -0.1819
H -4.0248 -1.5327 -0.6859
H -5.3134 -2.4506 1.9319
H -3.2268 -3.9172 1.6840
H -2.4481 -2.5753 0.8381
H -1.7501 -2.5489 3.2200
H -3.4374 -2.6605 3.7346
H -0.6711 -1.4565 1.8177
H 0.0347 0.1379 2.1270
H -0.1072 -0.3429 -0.3165
H -1.8647 -0.5166 -0.1757
H -1.4409 1.7229 -0.9642
H 1.7591 4.0345 2.2652
H 3.1481 3.0976 0.1053
H 2.3479 0.9721 -1.5029
H 0.7051 0.7250 -4.6056
H 0.8968 -0.5714 -3.4395
H 2.9367 0.5098 -4.9899
H 3.1890 1.3466 -3.4711
H 3.0436 -1.6815 -3.8811
H 4.5192 -0.7341 -3.6689
H 4.9131 0.4582 -1.4847
H 4.6406 0.3436 0.9584
H 2.9275 -1.1332 1.9430
H 1.5240 -2.5314 0.4712
H 1.7934 -2.4179 -1.9654
H -3.2655 1.5910 0.5647
H -2.3643 3.0582 0.9878
H -3.0831 1.7010 2.9922
H -1.3187 1.9514 2.8831

Summary:
- SMILES = C=CCCC(=O)N1CCC(n2nccc2NC(=O)CCCc2ccccc2)CC1
- energy above the lowest of the compared OMol25 structures with the same formula, charge and spin (kJ/mol) = 156.1
- largest force on an atom (Eh/bohr) = 0.018
- 2S+1 = 1
- Kohn-Sham gap (hartree) = 0.338

An isolated molecule of C23H30N4O4S at a distorted geometry. Source: the Open Molecules 2025 dataset; level of theory: ωB97M-V/def2-TZVPD.

Positions of all 62 atoms, in Å:
C 3.3396 2.7953 -2.5801
C 4.0655 1.9834 -1.5103
C 5.5419 1.8287 -1.8673
C 3.4287 0.6018 -1.3558
N 2.0124 0.7038 -1.0244
C 1.1415 -0.2960 -1.2730
O 1.4683 -1.3045 -1.8738
C -0.2656 -0.0559 -0.7448
C -1.1330 -1.2969 -0.9566
C -2.5365 -1.0456 -0.4178
N -3.1006 0.1142 -1.0661
S -4.7568 0.2719 -0.9834
O -5.1077 1.4207 -1.7650
O -5.3224 -1.0002 -1.3159
C -5.0774 0.6246 0.7457
C -5.1025 1.9383 1.1717
C -5.2772 2.2091 2.5192
C -5.4165 1.1648 3.4204
C -5.3917 -0.1498 2.9808
C -5.2196 -0.4239 1.6336
C -2.3426 1.3236 -0.8723
C -0.9334 1.1399 -1.4339
C 4.0343 -0.2127 -0.1984
O 4.5478 0.2981 0.7754
N 3.8485 -1.5405 -0.3533
C 3.9071 -2.4399 0.7870
C 2.5295 -2.5161 1.3928
C 2.0621 -1.4779 2.1929
C 0.7494 -1.5177 2.6320
N -0.0913 -2.4943 2.3335
C 0.3571 -3.4868 1.5839
C 1.6498 -3.5458 1.0852
H 3.7851 3.7832 -2.6650
H 2.2849 2.9134 -2.3440
H 3.4186 2.2993 -3.5450
H 3.9944 2.4966 -0.5452
H 5.6529 1.2852 -2.8033
H 6.0668 1.2891 -1.0843
H 6.0035 2.8063 -1.9794
H 3.5028 0.0376 -2.2910
H 1.7548 1.4508 -0.3988
H -0.1881 0.1470 0.3317
H -1.1804 -1.5188 -2.0224
H -0.6913 -2.1531 -0.4469
H -2.4900 -0.9072 0.6753
H -3.1961 -1.8833 -0.6431
H -5.0055 2.7247 0.4398
H -5.3062 3.2314 2.8653
H -5.5515 1.3770 4.4705
H -5.5070 -0.9592 3.6855
H -5.2128 -1.4336 1.2551
H -2.2814 1.5834 0.1990
H -2.8732 2.1160 -1.4014
H -1.0002 0.9441 -2.5044
H -0.3621 2.0573 -1.2821
H 3.2453 -1.8366 -1.1151
H 4.6219 -2.0185 1.4977
H 4.2482 -3.4207 0.4496
H 2.7120 -0.6570 2.4541
H 0.3448 -0.7287 3.2538
H -0.3600 -4.2680 1.3676
H 1.9612 -4.3715 0.4642

Summary:
- SMILES = CC(C)[C@H](NC(=O)C1CCN(S(=O)(=O)c2ccccc2)CC1)C(=O)NCc1ccncc1
- energy above the lowest of the compared OMol25 structures with the same formula, charge and spin (kJ/mol) = 139.6
- largest force on an atom (Eh/bohr) = 0.020
- 2S+1 = 1
- Kohn-Sham gap (hartree) = 0.370

A structure of composition C23H30N7O5RuS2. Source: the Open Molecules 2025 dataset; level of theory: ωB97M-V/def2-TZVPD.

Positions of all 68 atoms, in Å:
Ru -0.3225 -0.9691 0.7924
C -1.2876 -0.3781 3.8373
O -0.7744 -1.3622 2.9416
C -1.3215 -2.6505 3.1698
C -0.7340 -3.5847 2.1367
O -1.0181 -3.1145 0.8172
C -2.3840 -3.3097 0.4315
C -2.7506 -2.2106 -0.5111
O -2.5468 -0.9426 0.1364
C -3.2089 0.0740 -0.6472
H -1.0857 -0.6857 4.8663
H -2.3647 -0.2584 3.6942
H -0.7730 0.5507 3.6129
H -2.4129 -2.5941 3.0925
H -1.0703 -2.9947 4.1785
H -1.1220 -4.5981 2.2723
H 0.3504 -3.5995 2.2170
H -3.0275 -3.2893 1.3137
H -2.4890 -4.2817 -0.0574
H -3.8019 -2.3057 -0.8001
H -2.1390 -2.2460 -1.4114
H -4.2871 -0.0157 -0.4921
H -2.9710 -0.0526 -1.7015
H -2.8619 1.0400 -0.3105
C 1.9281 1.2163 2.6818
H 1.6968 2.0149 3.3819
H 1.7418 0.2147 3.0581
O -2.8795 0.1938 -4.5642
S -1.7889 -0.7425 -4.5294
O -1.9530 -1.9961 -5.2091
N -1.3282 -0.9892 -2.9717
C -0.1418 -0.5058 -2.7286
S 0.6890 -0.5173 -1.2581
C 0.5363 0.1078 -3.9199
C 1.7874 0.6940 -4.0188
C 2.1835 1.1947 -5.2516
C 1.3464 1.1188 -6.3622
C 0.0885 0.5384 -6.2621
C -0.2832 0.0438 -5.0294
H 2.4295 0.7562 -3.1505
H 3.1579 1.6549 -5.3530
H 1.6791 1.5183 -7.3112
H -0.5746 0.4756 -7.1145
N 6.1478 -1.1803 0.7246
C 4.9053 -0.8957 1.1787
N 4.7469 0.1738 1.9588
N 3.9560 -1.7302 0.7938
C 2.7048 -1.5622 1.1029
N 1.5598 -1.5942 1.2980
H 6.9546 -0.7637 1.1517
H 6.2602 -2.0628 0.2570
H 5.5124 0.8246 2.0299
H 3.8049 0.5854 2.1715
N 1.2936 2.9133 1.0298
C 1.4650 1.4879 1.2621
N 0.1078 0.9639 1.2685
C -0.7399 2.0435 1.3900
C -2.0818 2.0973 1.7313
C -2.7322 3.3363 1.7357
C -2.0435 4.4989 1.4384
C -0.6700 4.4693 1.1631
C -0.0327 3.2487 1.1656
H 2.0007 3.5087 0.6451
H 2.0618 1.0185 0.4739
H -2.6186 1.1903 1.9748
H -3.7868 3.3836 1.9758
H -2.5631 5.4481 1.4410
H -0.1240 5.3848 0.9714

Summary:
- ⟨S²⟩ = 0.760
- energy above the lowest of the compared OMol25 structures with the same formula, charge and spin (kJ/mol) = 265.1
- largest force on an atom (Eh/bohr) = 0.016
- 2S+1 = 2
- Kohn-Sham gap (spin up / spin down) (hartree) = 0.231 / 0.211

A structure of composition C23H30NPTi at a distorted geometry. Source: the Open Molecules 2025 dataset; level of theory: ωB97M-V/def2-TZVPD.

Positions of all 56 atoms, in Å:
C 0.7757 2.5490 -3.0694
C -0.5046 2.0878 -2.7438
C -0.7240 1.1673 -1.6986
C 0.3846 0.7029 -0.9372
C 1.6910 1.1238 -1.3288
C 1.8792 2.0441 -2.3745
C -2.1350 0.6485 -1.4915
C -2.1630 -0.8580 -1.1795
N -2.3928 -1.6868 -2.3608
Ti 0.2943 -0.6696 0.5912
C 2.8890 0.4568 -0.6756
P 2.3284 -1.2958 -0.4030
H -1.3690 2.4392 -3.3202
H 2.8953 2.3502 -2.6505
H 0.9141 3.2703 -3.8820
H 3.1076 0.8732 0.3263
H 3.8030 0.5326 -1.2923
H -2.6218 1.1662 -0.6519
H -2.7247 0.8662 -2.3990
H -1.2315 -1.1504 -0.6310
C 3.6945 -2.1373 0.5080
C 2.3894 -2.0406 -2.0886
H -3.0109 -1.0359 -0.4880
C -1.2274 -1.8063 -3.2248
C -2.9404 -2.9869 -2.0061
H 0.4798 -1.6080 2.1247
H -1.4904 -2.3947 -4.1213
H -0.8965 -0.8096 -3.5600
H -0.3597 -2.3080 -2.7268
H -3.1859 -3.5517 -2.9231
H -2.2418 -3.6139 -1.3969
H -3.8682 -2.8491 -1.4237
H 3.4067 -1.9994 -2.5163
H 2.0508 -3.0891 -2.0397
H 1.6939 -1.4741 -2.7295
H 4.6514 -2.0535 -0.0369
H 3.7993 -1.6736 1.5031
H 3.4476 -3.2042 0.6422
H -0.0104 -2.0959 1.6527
C 1.1572 2.0142 4.8376
C 1.7828 1.4215 3.7457
C 1.0367 1.0675 2.6242
C -0.3504 1.2876 2.5625
C -1.0923 0.7696 1.4678
C -2.5059 0.8098 1.6207
C -3.1222 1.4975 2.6698
C -2.3610 2.0519 3.6919
C -0.9761 1.9016 3.6728
C -0.2161 2.2689 4.7993
H 1.7315 2.2521 5.7252
H 2.8448 1.2132 3.7796
H 1.5542 0.5883 1.8225
H -3.2047 0.2532 1.0443
H -4.2006 1.5139 2.7483
H -2.8662 2.4990 4.5403
H -0.6911 2.7018 5.6724

Summary:
- total charge = +2
- largest force on an atom (Eh/bohr) = 0.151
- 2S+1 = 1
- Kohn-Sham gap (spin up / spin down) (hartree) = 0.185 / 0.187